# 1
177
Properties=species:S:1:pos:R:3:mulliken_charge:R:1 method="wB97M-V/def2-TZVPD" energy_ha=-6220.53085 e_above_lowest_kj_mol=0.0 orbital_gap_ev=5.02 total_charge=-1 multiplicity=1
H -1.484 9.363 -5.941 0.22
H -0.914 2.527 -4.230 -0.75
O 0.694 -6.633 7.264 -0.30
H -0.962 0.433 1.376 0.02
C 6.407 -9.371 -0.543 -0.22
H 2.783 5.568 0.918 0.27
H 0.804 3.889 -2.243 -0.03
H -5.551 -1.761 4.355 0.16
F -3.236 8.921 0.449 -0.30
C 1.741 -2.946 2.366 0.65
F -2.346 6.773 0.633 -0.33
C 0.016 4.150 -1.430 -0.86
C 8.699 -11.367 4.883 -0.32
C -0.956 2.907 -1.133 2.25
N -0.982 5.571 -6.012 -0.30
C -3.341 6.505 -5.434 -0.67
O -4.555 2.501 -5.493 -0.79
H 1.156 7.176 -3.162 0.11
H -3.123 0.397 -4.264 0.06
H -0.300 -2.991 4.265 0.17
O 7.239 -3.223 -1.487 -0.31
H 7.989 -13.267 4.125 0.29
H 1.049 4.957 -5.850 0.15
H -0.644 4.971 -1.903 0.02
H 8.992 -11.452 5.930 0.29
O 2.379 -4.783 -1.445 -0.34
H 0.258 -5.773 9.896 0.27
H 8.509 -8.864 -0.617 0.35
C 0.006 4.557 -5.544 -0.06
H -9.027 -2.485 8.482 0.26
C -8.344 -3.261 8.122 -0.35
H -2.672 -0.970 0.128 0.09
C -0.465 1.996 -5.132 0.70
C 7.751 -9.194 0.094 -0.19
N -1.315 7.187 -4.117 -0.39
C 1.161 7.554 -4.249 -1.07
H -9.300 -3.115 6.185 0.28
C -0.526 8.754 -6.053 -1.00
C 4.648 5.419 -0.177 -0.37
H 1.782 -4.874 9.718 0.29
H 1.604 -7.498 8.917 0.28
H 6.241 -10.392 -0.891 0.32
C 1.583 -6.556 8.369 -0.32
H -8.593 -4.205 8.608 0.30
C 8.516 -2.656 -1.741 -0.33
H 6.243 -8.681 -1.376 0.18
C -4.134 3.230 -4.535 -0.47
C -0.220 1.706 -0.305 -0.55
H -2.067 1.100 -6.388 0.27
H 0.457 1.069 -0.977 0.25
C 3.145 5.126 -1.810 0.68
C -4.960 -0.024 3.209 -0.28
H 3.544 7.133 0.553 0.30
H -2.296 1.481 0.673 -0.08
H 7.671 -10.998 4.830 0.25
O -1.605 -0.508 3.444 -0.52
H -0.980 -1.239 -0.590 0.13
H 3.258 -3.803 0.163 0.15
H -5.782 6.001 -2.288 0.01
O 4.257 4.574 -1.249 -0.37
H 8.103 -10.103 0.591 0.04
F -3.296 4.966 1.760 -0.20
O 8.098 -2.641 0.506 -0.32
C -5.632 5.095 0.827 0.56
O 5.676 -7.649 2.287 -0.59
F -5.078 2.789 0.239 -0.36
H 0.571 1.608 -4.787 0.42
H -5.284 -0.548 2.306 0.24
C 9.187 -2.721 -0.402 -0.31
O -3.176 7.121 -6.751 -0.53
H -0.920 3.117 -7.122 0.41
O 1.235 -4.211 2.260 -0.25
C -2.406 -0.158 -1.933 -0.10
C -6.461 5.116 -2.519 -0.62
C 2.865 -5.796 -2.213 0.55
O 2.263 -2.345 1.467 -0.60
C -0.350 7.811 -4.776 0.63
C -6.197 4.714 -4.056 -1.12
H -1.223 2.450 -2.151 -1.08
C -4.839 -0.936 4.391 -0.16
O 1.577 -2.454 3.623 -0.36
H -6.602 3.693 -4.353 0.38
H -6.695 5.486 -4.753 0.38
H 0.472 4.602 -0.486 0.30
H 0.022 -5.263 3.578 0.36
H 9.886 -1.898 -0.244 0.29
H 8.383 -1.629 -2.093 0.28
C -1.889 6.024 -4.926 2.00
H -2.779 0.930 -1.912 -0.32
H 5.132 -4.808 -0.933 -0.05
H 2.509 -5.373 0.520 0.10
F -4.358 7.193 -0.596 -0.22
C 0.920 -4.644 3.577 -0.33
H -0.632 -0.026 -6.235 0.36
H -0.791 -1.303 -3.018 0.41
H 2.589 -6.337 7.999 0.26
H 5.049 4.834 0.652 0.30
F -3.238 7.824 2.500 -0.34
C 9.711 -10.948 2.931 0.69
C 6.185 -8.241 1.377 0.75
O -5.467 -1.683 7.270 -0.48
C -6.507 -2.273 7.308 0.65
C 1.014 -5.432 9.182 -0.32
O 3.981 -6.345 -1.660 -0.36
C 4.369 -5.502 -0.581 0.59
H -2.319 -1.113 -4.911 0.37
H 1.757 -5.233 3.965 0.25
C -4.432 5.807 1.599 0.58
C -1.277 0.712 -5.634 -1.03
H 1.022 -3.435 5.366 0.19
H 9.711 -3.668 -0.242 0.25
H -0.510 0.509 -2.880 -0.21
O -7.340 -2.432 6.243 -0.26
H -1.949 5.153 -4.166 -0.70
H -3.856 7.334 -3.571 0.07
C 3.373 6.121 0.182 -0.39
H -3.330 -0.806 -2.144 0.54
H 4.776 -6.089 0.244 0.08
H -8.038 -4.364 6.281 0.27
C -8.336 -3.370 6.627 -0.32
H 0.365 2.212 0.554 0.29
H 9.724 -13.242 4.514 0.27
H -3.855 7.830 -6.744 0.47
C 6.990 -3.071 -0.157 0.65
F -4.897 6.029 2.941 -0.29
O -7.010 -2.873 8.422 -0.34
O -4.285 5.435 -5.618 -0.54
C -2.092 -0.056 -4.492 -0.45
H 0.397 9.425 -6.212 0.38
O 5.510 -9.043 0.509 -0.32
H -5.636 0.812 3.396 0.25
O 2.664 6.147 -1.048 -0.18
H -1.858 3.228 -0.519 -0.72
H 0.056 4.459 -4.395 -0.17
C -6.362 3.902 -1.490 0.97
H 9.050 -3.225 -2.504 0.28
F -6.703 5.977 0.464 -0.29
C 0.729 -3.358 4.320 -0.12
C -0.173 3.102 -6.259 -0.94
N -3.985 7.539 -4.581 -0.55
O 7.512 -8.197 1.079 -0.32
O -3.506 -1.414 4.292 -0.30
C -4.614 4.779 -4.372 1.83
O -3.284 2.788 -3.524 -0.36
C -1.296 -0.281 -3.120 0.14
S -3.856 7.460 0.960 1.07
H 5.420 6.108 -0.533 0.27
H -4.111 5.216 -3.448 -0.34
O 2.373 -6.159 -3.246 -0.60
F -7.650 3.643 -0.887 -0.38
O 9.549 -10.462 4.191 -0.30
H 0.864 2.856 -6.709 0.26
H -4.956 -0.409 5.340 0.22
C 0.104 -5.413 7.137 0.63
H -3.576 8.472 -4.711 0.35
O 9.204 -12.206 2.817 -0.32
C 3.093 -4.811 -0.214 -0.11
H -7.540 5.529 -2.482 0.47
O 5.934 -3.289 0.361 -0.48
O 0.385 -4.616 8.204 -0.29
C -2.801 -0.496 3.573 0.52
O -3.629 0.436 3.020 -0.12
C 8.888 -12.650 4.130 -0.30
O 10.231 -10.345 2.037 -0.53
H 1.750 6.870 -4.945 0.22
O -0.574 -5.083 6.207 -0.50
F -6.245 4.241 1.815 -0.30
C -1.816 -0.472 -0.472 -0.58
C -1.391 0.832 0.365 0.24
C -5.206 4.094 -0.359 0.27
F -6.021 2.662 -2.129 -0.24
H -0.668 8.069 -6.974 0.17
O 2.651 4.760 -2.841 -0.47
F -5.239 8.265 1.409 -0.32
F -3.958 4.365 -0.943 0.15
H -1.484 5.221 -6.837 0.39
H 1.703 8.569 -4.254 0.48

=====

# 2
58
Properties=species:S:1:pos:R:3:mulliken_spin:R:1 method="wB97M-V/def2-TZVPD" energy_ha=-5270.47089 orbital_gap_ev="9.34 / 8.79" multiplicity=5 s_squared=6.01
C -5.258 -0.962 1.257 -0.02
O -0.744 0.528 -0.639 0.02
H 1.505 -2.256 2.307 0.00
C 2.507 -0.717 1.166 0.00
H 2.242 2.553 -4.432 0.00
H 3.814 3.341 -2.330 0.00
C 0.486 0.314 1.944 0.01
H 2.972 -1.634 3.096 0.00
F -3.127 3.679 -0.228 0.02
H 2.592 -3.452 -1.113 0.00
C 2.669 1.843 -1.221 0.00
H -0.489 -0.180 1.828 0.00
C 1.727 -1.922 -2.380 0.00
N 1.339 0.055 0.777 0.00
F -1.944 3.886 1.657 0.01
H -0.084 -3.979 -2.468 0.00
Fe -2.131 1.746 0.533 3.87
C -3.490 -0.062 3.204 0.01
C 3.253 2.424 -2.503 0.00
H 2.312 -3.984 -2.779 0.00
H 3.908 1.681 -2.963 0.00
H 2.630 -1.317 -2.297 0.00
H 2.770 -1.443 0.396 0.00
Cl -6.297 -1.539 0.021 0.00
C 0.502 -3.781 -1.573 0.00
Cl -4.796 -1.359 5.205 0.00
C 2.109 -1.364 2.490 0.00
H 0.304 1.389 2.053 0.01
H 1.598 3.636 -3.186 0.00
C -5.441 -1.341 2.588 0.01
H 0.835 0.806 -3.663 0.00
P 0.664 0.051 -0.748 0.01
C -3.300 0.369 1.900 0.13
H 2.241 2.632 -0.590 0.00
C -0.026 -2.539 -0.861 0.00
C 1.018 1.571 -2.903 0.00
H 0.204 -2.583 0.213 0.00
C -4.205 -0.107 0.962 -0.10
H 1.377 -1.870 -3.418 0.00
Cl -2.371 0.434 4.414 0.00
N 1.654 0.942 -1.744 0.00
B -1.984 4.342 0.321 -0.01
C -4.559 -0.886 3.567 -0.01
H 3.401 1.279 -0.641 0.00
Cl -3.937 0.454 -0.656 0.03
C 1.919 -3.378 -1.968 0.00
H 0.474 -4.659 -0.934 0.00
H -1.104 -2.401 -0.972 0.00
H 1.913 0.500 3.553 0.00
H 0.600 -0.641 3.900 0.00
C 1.263 -0.264 3.127 0.00
Cl -6.750 -2.367 3.014 0.00
H 3.367 -0.053 1.327 0.00
F -1.999 5.661 0.173 0.00
N 0.688 -1.432 -1.488 0.00
H 0.057 2.017 -2.629 0.00
C 2.012 2.646 -3.372 0.00
F -0.891 3.694 -0.294 0.01

=====

# 3
31
Properties=species:S:1:pos:R:3:nbo_charge:R:1 method="wB97M-V/def2-TZVPD" smiles="NCCCC[C@H](NC(=O)CN)C(=O)O" energy_ha=-705.02819 e_above_lowest_kj_mol=20.8 orbital_gap_ev=9.84 multiplicity=1
H 4.979 0.324 0.751 0.34
H -1.163 1.450 -1.779 0.38
C -0.243 -0.064 -0.563 -0.16
H -0.950 -1.029 1.220 0.25
H 3.572 -0.339 3.184 0.18
O -3.094 -0.243 -0.018 -0.59
H 2.065 0.910 1.972 0.20
H 2.497 0.345 0.358 0.18
H -0.670 -1.853 -3.162 0.50
C 2.380 0.060 1.410 -0.42
H 1.193 -1.539 2.357 0.21
C 3.686 -0.459 2.061 -0.21
H -5.243 1.708 -0.850 0.36
N 4.875 0.293 1.768 -0.81
C -0.154 -0.365 0.947 -0.40
H 1.460 -1.773 0.619 0.21
C -2.650 0.620 -0.784 0.67
C -3.488 1.358 -1.824 -0.34
C 1.245 -1.005 1.348 -0.39
N -4.906 1.148 -1.647 -0.81
H -0.242 0.566 1.546 0.21
H 4.665 1.329 2.001 0.34
H -3.226 0.959 -2.811 0.21
O -0.524 -2.421 -0.843 -0.56
O -0.578 -1.042 -2.656 -0.70
H 0.718 0.338 -0.943 0.22
H -3.281 2.412 -1.923 0.22
N -1.260 0.996 -0.866 -0.62
H -5.059 0.202 -1.392 0.37
H 3.843 -1.545 1.866 0.19
C -0.448 -1.341 -1.345 0.78

=====

# 4
23
Properties=species:S:1:pos:R:3:nbo_charge:R:1 method="wB97M-V/def2-TZVPD" smiles=NCO.O.O.O.O.O energy_ha=-553.28564 e_above_lowest_kj_mol=92.2 orbital_gap_ev=9.62 multiplicity=1
H 0.926 2.898 -1.196 0.50
H 0.388 1.949 1.065 0.51
H 1.286 -0.090 0.363 0.50
H -1.360 -2.317 1.001 0.37
O 0.739 2.090 -1.689 -0.98
H 1.343 -0.911 -0.898 0.46
H -1.359 -2.476 -2.340 0.49
H -0.830 0.210 0.409 0.52
O -0.191 0.207 1.172 -0.83
H 0.427 -0.790 2.826 0.19
H 1.118 2.932 2.142 0.47
O -1.540 0.751 -1.139 -1.00
H 0.266 -2.564 1.145 0.38
O 1.182 2.465 1.314 -1.00
H 1.444 1.495 -1.398 0.51
O 1.939 -0.401 -0.323 -0.99
H -0.770 1.245 -1.564 0.50
H -1.340 -0.585 2.709 0.17
N -0.545 -2.083 1.511 -0.87
H -0.451 -1.514 -3.198 0.49
C -0.432 -0.849 2.152 0.09
H -1.354 -0.027 -1.712 0.48
O -0.886 -1.635 -2.351 -0.96